Below is a structure of composition C25H28BrF13GaN2O2, with properties calculated with ωB97M-V/def2-TZVPD.

Properties
LUMO: -5.832 eV
net charge: +1
HOMO: -8.885 eV
E: -7026.155347 Eh
F_max: 0.839 eV Å⁻¹
2S+1: 1

Atoms and positions in Å:
C1 0.3002 0.3155 6.1632
C2 0.3268 1.1842 4.9082
C3 -0.5561 0.7529 3.7034
Br1 -1.5434 -0.9304 3.9788
Ga1 0.5542 0.6780 2.0219
C4 1.8058 -0.9240 1.9209
C5 1.9371 -1.6739 3.2504
C6 3.0406 -2.7139 3.2047
F1 3.1610 -3.3241 1.9996
F2 4.2284 -2.0762 3.4191
C7 2.9663 -3.8126 4.3023
F3 2.5099 -3.2690 5.4405
F4 4.2182 -4.2569 4.5407
C8 2.1723 -5.1292 4.0057
F5 2.3565 -5.8895 5.0981
F6 2.7394 -5.7621 2.9675
C9 0.6230 -5.0646 3.7939
F7 0.0861 -6.1869 4.3004
F8 0.1262 -4.0285 4.4864
C10 0.0772 -4.9468 2.3381
F9 -1.2571 -4.8796 2.4701
F10 0.4921 -3.7965 1.7809
C11 0.3873 -6.1161 1.3361
F11 0.6275 -7.2682 1.9567
F12 1.4541 -5.8019 0.5914
F13 -0.6511 -6.2731 0.5127
C12 -0.6037 0.6543 0.2883
C13 -1.0945 -0.6945 -0.0346
O1 -2.1013 -1.2200 0.3171
O2 -0.2271 -1.4216 -0.9061
H1 -0.7044 0.2448 6.5819
H2 0.9465 0.7630 6.9235
H3 0.6741 -0.6886 5.9560
H4 0.0395 2.2079 5.1679
H5 1.3673 1.2486 4.5654
H6 -1.3424 1.4967 3.5749
H7 1.4352 2.0263 1.9613
H8 2.7947 -0.5556 1.6266
H9 1.4808 -1.6259 1.1446
H10 2.2236 -0.9781 4.0399
H11 0.9864 -2.1518 3.4778
H12 -1.4654 1.3169 0.4126
H13 0.0238 1.0588 -0.5099
H14 0.5848 -1.6586 -0.4338
C14 -4.8873 6.3725 -6.1260
N1 -3.8079 5.4425 -5.7192
C15 -2.6816 5.9488 -5.1872
C16 -1.6677 5.1238 -4.7644
C17 -1.8115 3.7425 -4.8824
C18 -2.9795 3.2446 -5.4517
C19 -3.9615 4.1175 -5.8629
C20 -0.7632 2.8167 -4.3849
C21 -1.0871 1.8604 -3.4380
C22 -0.1118 0.9901 -2.9938
N2 1.1352 1.0584 -3.4677
C23 1.4790 1.9870 -4.3791
C24 0.5514 2.8808 -4.8542
C25 2.1462 0.0871 -2.9820
H15 -4.4881 7.0807 -6.8472
H16 -5.2502 6.8929 -5.2433
H17 -5.6935 5.8030 -6.5754
H18 -2.6273 7.0252 -5.1035
H19 -0.7832 5.5632 -4.3245
H20 -3.1349 2.1824 -5.5805
H21 -4.8862 3.7777 -6.3062
H22 -2.0806 1.7802 -3.0179
H23 -0.3076 0.2221 -2.2479
H24 2.5077 1.9837 -4.7106
H25 0.8557 3.6087 -5.5932
H26 2.9818 0.6360 -2.5552
H27 2.4736 -0.5212 -3.8215
H28 1.6798 -0.5364 -2.2246

Atoms 1-3, force components in eV/Å:
C 0.07 0.26 0.04
C 0.01 -0.20 -0.16
C 0.18 0.33 -0.02